(1)
Entry from OMol25: C24H28IrN6OTe4 as an isolated structure (the ωB97M-V functional and the def2-TZVPD basis).

Cartesian coordinates (Å):
Ir 3.11 -18.02 -1.71
C 3.67 -19.93 1.10
C 4.26 -18.62 1.71
C 3.49 -17.34 1.61
C 3.16 -16.76 2.89
C 2.55 -15.53 2.88
C 2.27 -14.92 1.68
C 2.60 -15.53 0.48
N 3.17 -16.72 0.49
N 3.88 -20.10 -0.42
C 3.02 -21.13 -0.93
C 2.76 -20.99 -2.39
C 2.29 -22.11 -3.06
C 2.01 -21.98 -4.37
C 2.33 -20.80 -5.05
C 2.99 -19.81 -4.34
N 3.14 -19.89 -3.01
C 5.31 -20.24 -0.87
C 6.00 -18.95 -0.97
C 7.39 -18.94 -0.86
C 8.09 -17.71 -0.82
C 7.28 -16.58 -1.07
C 5.90 -16.67 -1.20
N 5.25 -17.86 -1.18
H 2.57 -19.98 1.11
H 4.07 -20.79 1.58
H 5.26 -18.49 1.21
H 4.50 -18.79 2.76
H 3.55 -17.30 3.74
H 2.20 -14.94 3.72
H 1.79 -13.97 1.79
H 2.52 -15.03 -0.48
H 2.12 -21.17 -0.35
H 3.59 -22.07 -0.75
H 2.25 -22.95 -2.44
H 1.59 -22.86 -4.86
H 2.22 -20.75 -6.15
H 3.34 -18.89 -4.75
H 5.10 -20.71 -1.82
H 5.79 -20.92 -0.09
H 7.84 -19.90 -0.73
H 9.18 -17.59 -0.69
H 7.60 -15.55 -1.17
H 5.29 -15.75 -1.30
Te 2.52 -15.88 -3.20
Te 0.20 -16.85 -4.09
Te -0.80 -19.07 -2.60
Te 0.70 -18.73 -0.47
N 4.50 -13.83 -1.61
C 4.15 -12.78 -1.24
N 3.58 -11.60 -0.90
C 3.45 -11.41 0.61
C 3.04 -9.92 0.87
O 1.80 -9.70 0.20
C 2.00 -9.83 -1.21
C 2.34 -11.22 -1.59
H 4.45 -11.44 1.09
H 2.72 -12.11 0.90
H 3.92 -9.22 0.56
H 2.80 -9.81 1.94
H 2.73 -9.10 -1.52
H 1.07 -9.59 -1.73
H 2.50 -11.34 -2.72
H 1.51 -11.87 -1.34

Properties
LUMO energy (spin up / spin down) = -6.7 / -7.9 eV
charge = +2
energy above the lowest of the compared OMol25 structures with the same formula, charge and spin = 185.3 kJ/mol
gap between HOMO and LUMO (spin up / spin down) = 6.04 / 5.81 eV
expectation value of S² = 8.78
multiplicity = 6

Results of the Mulliken charge analysis, in e, for atoms 1 through 6: 1.69, -1.07, -0.79, 0.72, -1.06, -0.76

(2)
Entry from OMol25: a 2-piece molecular cluster, BrH3N2 overall (the ωB97M-V functional and the def2-TZVPD basis).

Cartesian coordinates (Å):
N 0.32 0.01 0.36
N 1.46 -0.15 -0.08
Br -2.68 0.50 -0.34
H 0.13 0.87 0.87
H -0.65 -0.38 -0.02
H 1.41 -0.85 -0.80

Properties
LUMO energy (spin up / spin down) = -2.6 / -2.6 eV
energy above the lowest of the compared OMol25 structures with the same formula, charge and spin = 56.1 kJ/mol
gap between HOMO and LUMO (spin up / spin down) = 5.90 / 5.90 eV

Calculated atomic charges, method Mulliken, unit e: 0.18, -0.30, -0.68, 0.30, 0.21, 0.29

(3)
Entry from OMol25: C19H40BCl2FI2N2O4P3 as an isolated structure (the ωB97M-V functional and the def2-TZVPD basis).

Cartesian coordinates (Å):
C 2.52 -5.00 0.19
C 1.30 -4.38 -0.54
P 1.17 -2.60 -0.10
C 0.09 -2.52 1.35
C -1.38 -2.96 1.27
C 0.67 -1.48 -1.57
P -0.39 -2.37 -2.87
O 0.66 -3.33 -3.62
Cl -1.48 -3.68 -1.78
C 1.96 -0.95 -2.25
P 3.59 -1.53 -1.63
O 4.64 -0.90 -2.44
C 2.09 0.57 -2.41
C 1.29 1.54 -1.53
C 0.80 2.70 -2.43
C 1.67 3.96 -2.34
C 1.04 5.19 -3.00
Cl 3.22 3.61 -3.15
N 0.25 0.85 -0.63
F 1.06 0.39 0.45
C -0.77 1.77 0.06
I -1.96 0.68 1.45
C -0.09 3.00 0.74
C -0.66 4.32 0.19
I -0.29 3.12 2.87
C -0.35 -0.36 -1.26
B -1.34 -0.03 -2.57
C -0.90 0.53 -3.97
O -2.67 -0.25 -2.31
H 3.18 -5.47 -0.53
H 2.20 -5.78 0.88
H 3.11 -4.25 0.71
H 0.41 -4.90 -0.21
H 1.39 -4.54 -1.60
H 0.17 -1.54 1.80
H 0.59 -3.19 2.04
H -1.45 -4.04 1.15
H -1.88 -2.72 2.20
H -1.93 -2.49 0.46
H 1.57 -3.32 -3.31
H 1.96 -1.35 -3.26
H 3.53 -2.93 -1.81
H 3.69 -1.29 -0.26
H 3.14 0.81 -2.27
H 1.90 0.81 -3.45
H 2.00 1.96 -0.82
H 0.88 2.38 -3.46
H -0.24 2.98 -2.28
H 1.94 4.17 -1.31
H 1.39 6.10 -2.53
H -0.04 5.18 -2.91
H 1.31 5.24 -4.05
H -1.50 2.11 -0.65
H 0.98 2.96 0.64
H 0.14 5.02 -0.02
H -1.31 4.80 0.91
H -1.26 4.17 -0.70
H -1.03 -0.80 -0.53
H 0.10 0.24 -4.28
H -1.59 0.11 -4.70
H -1.01 1.61 -4.05
H -3.10 0.36 -1.72
C -2.88 -1.52 6.93
C -2.94 -1.08 5.49
O -2.98 -1.87 4.56
N -2.97 0.26 5.24
C -2.92 1.37 6.17
H -2.86 -2.60 6.95
H -1.97 -1.14 7.41
H -3.74 -1.16 7.49
H -3.03 0.43 4.25
H -3.81 1.99 6.08
H -2.05 2.00 5.98
H -2.86 1.00 7.18

Properties
LUMO energy = -3.6 eV
charge = +1
gap between HOMO and LUMO = 6.99 eV

Results of the Mulliken charge analysis, in e, for atoms 1 through 6: -1.31, -0.37, -0.02, -0.25, -1.36, 1.09

(4)
Entry from OMol25: one molecule with the formula C21H20N4 (the ωB97M-V functional and the def2-TZVPD basis).

Cartesian coordinates (Å):
C 1.00 -0.20 4.37
C -0.12 0.38 3.56
C -0.40 -0.10 2.30
C -1.46 0.47 1.57
N -2.20 1.47 2.06
C -1.93 1.90 3.28
C -0.92 1.41 4.07
H -0.73 1.81 5.05
H -2.57 2.71 3.63
N -1.84 0.03 0.34
H -2.50 0.64 -0.11
C -0.92 -0.67 -0.56
C 0.40 0.04 -0.69
C 0.60 1.37 -0.93
N 1.94 1.63 -0.93
C 2.64 0.48 -0.70
C 4.00 0.25 -0.60
C 4.41 -1.04 -0.34
C 3.49 -2.08 -0.18
C 2.14 -1.85 -0.28
C 1.69 -0.56 -0.54
H 1.44 -2.67 -0.16
H 3.86 -3.07 0.02
H 5.47 -1.26 -0.26
H 4.71 1.05 -0.73
H 2.35 2.54 -1.09
C -0.39 2.46 -1.15
H 0.10 3.36 -1.51
H -1.12 2.15 -1.89
H -0.92 2.70 -0.22
C -1.62 -0.86 -1.88
N -1.10 -0.27 -2.95
C -1.70 -0.43 -4.12
C -2.86 -1.17 -4.29
C -3.41 -1.78 -3.17
C -2.78 -1.62 -1.95
H -3.18 -2.08 -1.05
H -4.31 -2.37 -3.25
H -3.31 -1.27 -5.26
H -1.23 0.08 -4.95
H -0.73 -1.66 -0.13
H 0.19 -0.89 1.87
H 1.70 -0.74 3.74
H 1.53 0.59 4.90
H 0.60 -0.89 5.11

Properties
LUMO energy = 0.8 eV
SMILES = Cc1ccnc(N[C@@H](c2ccccn2)c2c(C)[nH]c3ccccc23)c1
gap between HOMO and LUMO = 8.38 eV

Results of the Mulliken charge analysis, in e, for atoms 1 through 6: -1.59, 0.69, -0.17, 0.27, -0.67, -0.57

(5)
Entry from OMol25: a 6-piece molecular cluster, C5H23NO5S2 overall (the ωB97M-V functional and the def2-TZVPD basis).

Cartesian coordinates (Å):
N 1.56 0.13 0.65
C 0.52 1.17 0.78
C 0.96 2.68 0.47
S -0.52 3.68 0.08
S -2.29 2.77 0.01
C -2.38 1.92 -1.72
C -1.58 0.56 -1.86
C -1.31 -0.02 -3.33
H 1.53 -0.38 -0.16
H 2.56 0.43 0.64
H 0.15 1.03 1.82
H -0.37 0.84 0.16
H 1.81 2.65 -0.24
H 1.29 3.07 1.44
H -2.27 2.67 -2.57
H -3.48 1.69 -1.77
H -0.69 0.82 -1.41
H -2.01 -0.41 -1.33
H -0.97 0.86 -3.84
H -2.36 -0.30 -3.56
H -0.59 -0.76 -3.48
H 0.80 -0.97 2.35
H 0.77 -2.25 2.26
O 0.11 -1.56 2.40
H 1.14 -1.73 -1.01
H 2.21 -2.50 -0.51
O 1.98 -1.76 -0.96
H 3.81 -1.29 1.92
H 2.41 -1.22 2.32
O 3.23 -1.79 2.39
H -1.85 0.52 3.63
H -0.61 -0.08 3.34
O -0.97 0.44 4.03
H -0.60 -4.30 -1.17
H -1.42 -3.20 -0.78
O -0.55 -3.40 -0.99

Properties
LUMO energy (spin up / spin down) = -4.2 / -8.3 eV
charge = +1
gap between HOMO and LUMO (spin up / spin down) = 8.97 / 4.85 eV
expectation value of S² = 0.76
multiplicity = 2

Results of the Mulliken charge analysis, in e, for atoms 1 through 6: -0.30, -0.19, -0.39, 0.15, 0.16, -0.65

(6)
Entry from OMol25: C24H17IrN6O16P2 as an isolated structure (the ωB97M-V functional and the def2-TZVPD basis).

Cartesian coordinates (Å):
Ir -0.68 0.85 0.69
O -4.83 -0.49 0.60
C -3.75 0.03 0.49
N -2.55 -0.43 0.95
C -2.44 -1.69 1.46
O -3.32 -2.43 1.82
C -0.51 -1.39 2.99
C 0.47 -2.18 3.78
C 1.59 -1.62 4.30
C 1.85 -0.25 4.07
C 0.97 0.47 3.26
N -0.11 -0.03 2.73
C -3.54 1.32 -0.24
C -4.32 1.65 -1.34
C -4.04 2.82 -2.02
C -3.06 3.66 -1.52
C -2.35 3.27 -0.40
N -2.55 2.10 0.18
H 0.23 -3.22 3.96
H 2.29 -2.21 4.88
H 2.73 0.22 4.46
H 1.18 1.50 3.03
H -5.09 0.95 -1.65
H -4.59 3.07 -2.92
H -2.83 4.60 -2.00
H -1.59 3.90 0.05
O 3.46 2.23 -0.75
P 2.58 1.58 0.42
O 3.30 0.54 1.15
O 1.25 1.25 -0.25
O 2.33 2.86 1.40
P 0.97 3.73 1.27
O 0.93 4.04 -0.32
O 1.07 4.99 2.03
O -0.19 2.82 1.64
H 2.91 2.80 -1.29
H 0.97 4.99 -0.42
O 2.84 -3.39 -4.15
N 2.63 -2.23 -4.47
O 3.13 -1.69 -5.44
C 1.72 -1.48 -3.69
C 1.53 -0.13 -3.95
C 0.61 0.61 -3.24
C -0.16 0.02 -2.18
O -1.06 0.62 -1.54
C 0.17 -1.35 -1.88
C 1.04 -2.09 -2.61
N -0.54 -1.88 -0.75
O 1.18 -1.23 0.62
O -1.63 -2.50 -0.94
N 0.50 2.01 -3.49
O -0.45 2.62 -3.06
O 1.39 2.52 -4.15
H 2.10 0.35 -4.74
H 1.24 -3.13 -2.39
C 0.39 -4.17 1.31
C -0.76 -3.54 1.59
C -0.94 -2.07 1.63
C -0.16 -1.44 0.48
C 2.00 -2.28 0.86
C 1.68 -3.56 1.09
H 0.38 -5.25 1.31
H -1.66 -4.11 1.77
H -1.45 -1.35 3.57
H 3.02 -1.93 0.81
H 2.52 -4.25 1.12

Properties
LUMO energy (spin up / spin down) = -0.5 / -0.5 eV
charge = -1
gap between HOMO and LUMO (spin up / spin down) = 4.35 / 4.21 eV
expectation value of S² = 0.90
multiplicity = 2

Results of the Mulliken charge analysis, in e, for atoms 1 through 6: 3.82, -0.64, -0.22, -0.14, -0.31, -0.66

Respective strongest force on any atom values: 3.551; 1.373; 1.985; 0.563; 9.362; 3.443 eV Å⁻¹.
Respective electronic energy values: -2510.907028; -2685.233288; -3822.703337; -1031.299694; -1431.170521; -3244.191758 Eh.